No. 1
Computed, not measured: a structure of composition C31H26F5HfN4O3SSe2, with ωB97M-V with the def2-TZVPD basis set.

```
73
C31H26F5HfN4O3SSe2 ωB97M-V with the def2-TZVPD basis set
Hf 0.050 -0.397 0.724
O 1.400 5.924 -2.331
C 1.913 5.697 -1.047
C 1.501 4.332 -0.602
C 1.875 3.814 0.638
C 1.451 2.558 0.990
N 0.681 1.779 0.204
C 0.321 2.271 -1.005
C 0.712 3.531 -1.421
C -0.533 1.399 -1.839
C -0.910 1.758 -3.120
C -1.745 0.930 -3.866
C -2.151 1.318 -5.252
O -1.560 2.547 -5.568
C -2.178 -0.251 -3.266
C -1.747 -0.552 -1.998
N -0.934 0.240 -1.275
H 1.658 6.796 -2.645
H 1.535 6.426 -0.317
H 3.009 5.758 -1.023
H 2.491 4.388 1.319
H 1.738 2.144 1.947
H 0.418 3.933 -2.378
H -0.570 2.673 -3.578
H -3.247 1.366 -5.287
H -1.845 0.516 -5.936
H -1.839 2.837 -6.442
H -2.830 -0.937 -3.792
H -2.069 -1.473 -1.534
Se -1.372 -1.231 3.886
Se -0.187 0.730 3.396
C -1.694 1.482 2.438
C -2.465 2.505 2.937
C -3.607 2.856 2.223
C -3.927 2.145 1.077
C -3.079 1.139 0.647
N -1.959 0.816 1.305
C 0.025 -2.456 3.395
C 0.251 -3.539 4.226
C 1.281 -4.409 3.908
C 2.054 -4.136 2.789
C 1.747 -3.038 2.012
N 0.728 -2.200 2.281
H -2.202 2.997 3.864
H -4.248 3.654 2.576
H -4.826 2.365 0.518
H -3.302 0.569 -0.244
H -0.360 -3.680 5.107
H 1.493 -5.264 4.537
H 2.883 -4.772 2.512
H 2.308 -2.839 1.112
F -3.418 -6.290 -0.116
C -2.471 -5.396 -0.270
C -2.579 -4.155 0.337
F -3.620 -3.827 1.090
C -1.558 -3.247 0.150
F -1.690 -2.009 0.784
C -0.432 -3.467 -0.617
S 0.782 -2.238 -0.891
C -0.348 -4.727 -1.211
F 0.703 -5.013 -1.961
C -1.343 -5.680 -1.038
F -1.227 -6.858 -1.605
C 4.064 -0.582 -0.376
C 3.503 -0.224 0.949
C 4.435 0.125 2.047
O 2.280 -0.184 1.140
H 4.929 -1.237 -0.268
H 4.439 0.334 -0.846
H 3.323 -1.034 -1.033
H 4.966 1.044 1.778
H 5.207 -0.636 2.164
H 3.918 0.279 2.992
```

Its molar mass is 966.0 g/mol. For the HOMO-LUMO gap, the calculation gives 6.58 eV. As for the max |F|: 0.98 eV Å⁻¹. The value obtained for the energy is -201073.2243 eV. Its net charge is +3. The HOMO energy comes out at -15.91 eV.



No. 2
Computed, not measured: a structure of composition C27H27F6GeNO4OsS5 in a non-equilibrium geometry, with ωB97M-V with the def2-TZVPD basis set.

```
72
C27H27F6GeNO4OsS5 ωB97M-V with the def2-TZVPD basis set
Os 0.631 -1.199 0.144
C 3.565 -2.065 1.757
C 2.549 -1.422 2.700
S 0.807 -1.780 2.339
C 0.767 -3.594 2.505
C -0.157 -4.226 1.472
S 0.117 -3.741 -0.252
C 1.634 -4.632 -0.681
C 2.920 -4.129 -0.041
S 3.017 -2.301 0.030
H 3.880 -3.040 2.124
H 4.457 -1.441 1.725
H 2.582 -0.337 2.613
H 2.768 -1.691 3.735
H 0.407 -3.813 3.511
H 1.778 -3.982 2.422
H -1.194 -3.952 1.671
H -0.088 -5.313 1.535
H 1.679 -4.512 -1.769
H 1.498 -5.693 -0.464
H 3.771 -4.484 -0.623
H 3.035 -4.512 0.969
F -0.901 -2.647 -2.430
C -0.336 -2.986 -3.591
F -0.463 -4.305 -3.755
F -0.978 -2.368 -4.579
S 1.466 -2.539 -3.585
O 1.863 -2.703 -2.199
O 2.052 -3.394 -4.564
N 1.475 -1.035 -4.095
S 1.264 0.174 -3.128
O 0.827 1.345 -3.817
O 0.527 -0.179 -1.934
C 3.002 0.593 -2.540
F 3.070 0.541 -1.207
F 3.320 1.829 -2.919
F 3.901 -0.250 -3.039
C -0.120 0.269 0.552
Ge -1.211 1.897 0.587
C -2.413 1.627 -0.910
C -2.350 2.399 -2.066
C -3.161 2.103 -3.153
C -4.039 1.033 -3.092
C -4.113 0.258 -1.941
C -3.302 0.553 -0.858
C -2.170 1.937 2.279
C -3.141 2.916 2.491
C -3.842 2.973 3.687
C -3.584 2.044 4.687
C -2.626 1.062 4.486
C -1.925 1.010 3.288
C -0.043 3.434 0.383
C 0.757 3.551 -0.755
C 1.625 4.624 -0.900
C 1.702 5.593 0.092
C 0.913 5.485 1.228
C 0.046 4.409 1.374
H -1.657 3.229 -2.133
H -3.091 2.699 -4.054
H -4.662 0.795 -3.945
H -4.794 -0.583 -1.895
H -3.350 -0.068 0.031
H -3.359 3.641 1.714
H -4.593 3.738 3.837
H -4.133 2.086 5.619
H -2.426 0.334 5.262
H -1.183 0.234 3.141
H 0.708 2.801 -1.539
H 2.240 4.700 -1.787
H 2.377 6.431 -0.021
H 0.971 6.239 2.003
H -0.562 4.332 2.268
```

Its molar mass is 966.7 g/mol. For the HOMO-LUMO gap, the calculation gives 7.15 eV. As for the max |F|: 1.75 eV Å⁻¹. The value obtained for the energy is -167578.2075 eV. The HOMO energy comes out at -7.30 eV.



No. 3
Computed, not measured: an isolated molecule of C4H5N3 in a non-equilibrium geometry, with ωB97M-V with the def2-TZVPD basis set.

```
12
C4H5N3 ωB97M-V with the def2-TZVPD basis set
C 0.875 1.006 1.670
C 0.393 0.539 0.511
C -1.009 0.616 0.066
N -1.603 0.055 -0.800
N -0.866 -1.035 -1.327
C 0.491 -1.161 -1.017
N 1.213 -0.407 -0.190
H 1.940 0.610 1.690
H 0.462 1.694 2.358
H -1.608 1.544 0.438
H -1.368 -1.467 -2.008
H 1.081 -1.995 -1.390
```

Its molar mass is 95.1 g/mol. For the HOMO-LUMO gap, the calculation gives 9.18 eV. As for the max |F|: 9.20 eV Å⁻¹. The value obtained for the energy is -8696.4803 eV. The value obtained for the energy relative to the best compared isomer or geometry (same formula, charge and spin) is 76.8 kcal/mol. The HOMO energy comes out at -8.22 eV.



No. 4
Computed, not measured: a structure of composition C3H4LiO5Tl in a non-equilibrium geometry, with ωB97M-V with the def2-TZVPD basis set.

```
14
C3H4LiO5Tl ωB97M-V with the def2-TZVPD basis set
C -0.406 -1.876 0.696
C -1.128 -1.798 -0.654
O -2.072 -2.558 -0.911
O 0.998 -1.792 0.497
H -0.654 -2.815 1.188
H -0.732 -1.051 1.329
H -0.773 -1.031 -1.342
Li 2.172 -0.576 1.404
O -0.868 2.670 0.235
C 0.305 3.052 0.096
O 1.152 2.146 -0.090
O 0.515 4.204 -0.335
Tl 0.334 2.231 -2.472
H 1.158 -0.806 0.359
```

Its molar mass is 331.4 g/mol. For the HOMO-LUMO gap, the calculation gives 4.17 eV. As for the max |F|: 7.12 eV Å⁻¹. The value obtained for the energy is -18308.0735 eV. The value obtained for the energy relative to the best compared isomer or geometry (same formula, charge and spin) is 104.2 kcal/mol. The HOMO energy comes out at -6.11 eV.



No. 5
Computed, not measured: a structure of composition C3H8O in a non-equilibrium geometry, with ωB97M-V with the def2-TZVPD basis set.

```
12
C3H8O ωB97M-V with the def2-TZVPD basis set
O 0.769 1.286 -1.219
C -0.250 -0.287 -1.494
C 1.173 0.103 -1.510
H -0.940 0.143 -2.227
H -0.535 -0.860 -0.602
H 0.512 -0.988 -2.347
H 1.868 -0.413 -0.822
H -0.907 0.967 1.361
C -0.521 0.204 2.048
H -0.563 0.575 3.079
H 0.519 -0.023 1.780
H -1.125 -0.708 1.955
```

Its molar mass is 60.1 g/mol. For the HOMO-LUMO gap (spin up / spin down), the calculation gives 8.13 / 7.21 eV. As for the max |F|: 5.30 eV Å⁻¹. The value obtained for the energy is -5281.6134 eV. The value obtained for the energy relative to the best compared isomer or geometry (same formula, charge and spin) is 150.7 kcal/mol. The HOMO energy (spin up / spin down) comes out at -8.13 / -7.70 eV.



No. 6
Computed, not measured: a structure of composition C8H10HfN2OSbSe4, with ωB97M-V with the def2-TZVPD basis set.

```
27
C8H10HfN2OSbSe4 ωB97M-V with the def2-TZVPD basis set
Hf -0.914 1.032 -1.500
C 3.346 0.001 -1.741
C 1.975 -0.433 -1.347
O 0.954 0.140 -1.826
N 1.810 -1.425 -0.501
C 0.487 -1.898 -0.088
C -0.090 -1.062 1.028
C -0.196 -1.595 2.296
C -0.713 -0.817 3.324
C -1.099 0.477 3.040
C -0.975 0.942 1.744
N -0.484 0.199 0.739
H 3.274 0.713 -2.558
H 3.950 -0.853 -2.044
H 3.833 0.480 -0.890
H 2.632 -1.867 -0.118
H 0.596 -2.929 0.238
H -0.166 -1.911 -0.964
H 0.118 -2.613 2.477
H -0.810 -1.222 4.322
H -1.508 1.127 3.800
H -1.296 1.940 1.480
Se -5.253 3.713 -2.292
Sb -3.269 2.528 -2.450
Se -3.254 0.190 -1.214
Se -1.325 3.401 -0.846
Se -1.626 1.742 -4.109
```

Its molar mass is 766.3 g/mol. For the HOMO-LUMO gap, the calculation gives 7.10 eV. As for the max |F|: 0.51 eV Å⁻¹. The value obtained for the energy is -282714.0037 eV. Its net charge is +1. The value obtained for the energy relative to the best compared isomer or geometry (same formula, charge and spin) is 0.0 kcal/mol. The HOMO energy comes out at -11.04 eV.



Q: Which formula does entry 5 have?
A: C3H8O



Q: Which value of max |F| does entry 3 give?
A: 9.20 eV Å⁻¹



Q: Which of these has the lowest energy?
A: C8H10HfN2OSbSe4